1.
{
  "formula": "C39H40ClIrN12O3S",
  "method": "ωB97M-V/def2-TZVPD",
  "species": ["Ir", "C", "C", "N", "C", "C", "N", "C", "C", "C", "C", "C", "N", "C", "C", "N", "C", "C", "N", "C", "C", "C", "N", "C", "C", "H", "H", "H", "H", "H", "H", "H", "H", "H", "H", "H", "H", "C", "C", "C", "C", "N", "C", "S", "N", "C", "H", "H", "H", "H", "H", "H", "H", "H", "C", "N", "C", "N", "C", "N", "C", "N", "C", "C", "H", "H", "H", "H", "H", "H", "H", "H", "H", "H", "H", "H", "C", "C", "C", "C", "Cl", "C", "C", "C", "O", "C", "C", "O", "O", "H", "H", "H", "H", "H", "H", "H", "H"],
  "coordinates": [[0.206, 0.227, -0.383], [-2.183, 2.237, -3.394], [-1.180, 1.485, -2.804], [-1.042, 1.456, -1.482], [-1.869, 2.230, -0.718], [-2.910, 2.928, -1.356], [-3.050, 2.919, -2.656], [-1.512, 2.286, 0.682], [-2.050, 3.105, 1.659], [-1.510, 3.108, 2.956], [-0.388, 2.308, 3.207], [0.106, 1.474, 2.214], [-0.484, 1.445, 0.983], [1.196, 0.543, 2.307], [1.956, 0.239, 3.449], [2.904, -0.657, 3.439], [3.160, -1.309, 2.301], [2.430, -1.059, 1.155], [1.453, -0.152, 1.150], [-2.132, 3.910, 4.019], [-2.741, 5.137, 3.742], [-3.375, 5.824, 4.767], [-3.406, 5.355, 5.992], [-2.834, 4.211, 6.292], [-2.180, 3.444, 5.338], [-2.302, 2.299, -4.466], [-0.482, 0.910, -3.396], [-3.638, 3.503, -0.801], [-2.886, 3.742, 1.424], [0.106, 2.349, 4.162], [1.757, 0.730, 4.390], [3.959, -2.034, 2.323], [2.618, -1.583, 0.226], [-2.699, 5.568, 2.755], [-3.873, 6.771, 4.601], [-2.909, 3.901, 7.323], [-1.743, 2.500, 5.618], [6.747, 0.921, -3.214], [5.276, 0.760, -3.295], [4.630, 0.115, -4.323], [3.221, 0.101, -4.328], [2.517, 0.633, -3.346], [3.137, 1.194, -2.323], [2.318, 1.896, -1.030], [4.512, 1.276, -2.307], [2.475, -0.490, -5.468], [7.206, 0.748, -4.183], [7.171, 0.203, -2.511], [7.013, 1.919, -2.870], [5.190, -0.329, -5.128], [4.945, 1.772, -1.533], [3.140, -0.715, -6.297], [1.699, 0.199, -5.792], [1.983, -1.407, -5.143], [-2.483, -1.360, 1.308], [-1.043, -1.616, 1.493], [-0.764, -2.966, 0.978], [-1.554, -3.975, 1.654], [-2.966, -3.675, 1.443], [-3.290, -2.360, 1.980], [-2.992, -2.346, 3.405], [-1.581, -2.632, 3.624], [-0.782, -1.638, 2.943], [-1.268, -3.947, 3.081], [-2.707, -1.371, 0.240], [-2.721, -0.376, 1.724], [0.299, -3.186, 1.115], [-1.014, -2.990, -0.083], [-3.574, -4.431, 1.942], [-3.178, -3.686, 0.372], [-3.594, -3.100, 3.914], [-3.227, -1.358, 3.808], [0.272, -1.864, 3.120], [-1.013, -0.656, 3.364], [-1.870, -4.702, 3.589], [-0.209, -4.162, 3.242], [-3.981, -4.633, -2.785], [-2.961, -5.250, -3.683], [-3.251, -6.423, -4.351], [-2.310, -7.023, -5.183], [-2.681, -8.482, -5.992], [-1.057, -6.432, -5.359], [-0.752, -5.258, -4.707], [-1.686, -4.655, -3.857], [-1.460, -3.524, -3.158], [-0.188, -2.922, -3.158], [-0.233, -1.762, -2.157], [-1.316, -1.362, -1.712], [0.866, -1.253, -1.801], [-4.298, -5.352, -2.033], [-4.864, -4.359, -3.360], [-3.587, -3.744, -2.306], [-4.216, -6.884, -4.219], [-0.337, -6.898, -6.012], [0.222, -4.818, -4.858], [0.073, -2.511, -4.144], [0.590, -3.635, -2.852]],
  "lumo_energy_ev": -7.25,
  "total_energy_ev": -91299.479,
  "total_charge": 2
}

***

2.
{
  "formula": "C39H40ClN7O6Sn",
  "method": "ωB97M-V/def2-TZVPD",
  "species": ["Sn", "O", "C", "O", "C", "C", "Cl", "N", "N", "C", "C", "O", "O", "C", "C", "C", "C", "C", "C", "H", "H", "H", "H", "H", "H", "C", "C", "C", "C", "C", "C", "N", "C", "C", "C", "C", "C", "C", "H", "H", "H", "H", "H", "H", "H", "H", "H", "H", "C", "N", "N", "C", "O", "C", "C", "C", "C", "C", "C", "C", "C", "C", "H", "H", "H", "H", "H", "H", "H", "H", "H", "H", "H", "H", "C", "N", "C", "C", "O", "N", "C", "C", "H", "H", "H", "H", "H", "H", "H", "H", "H", "H", "H", "H"],
  "coordinates": [[1.162, 0.488, 1.048], [3.246, -2.881, 5.992], [1.979, -3.197, 5.915], [1.443, -3.970, 6.674], [1.184, -2.572, 4.811], [-0.129, -2.921, 4.525], [-1.149, -3.976, 5.368], [-0.532, -2.191, 3.456], [0.446, -1.368, 3.061], [1.491, -1.583, 3.842], [2.762, -0.785, 3.623], [3.786, -1.135, 4.213], [2.675, 0.207, 2.856], [-1.770, -2.205, 2.799], [-2.298, -1.001, 2.349], [-3.511, -0.990, 1.684], [-4.211, -2.171, 1.484], [-3.684, -3.365, 1.947], [-2.461, -3.392, 2.591], [3.540, -2.202, 5.283], [-1.741, -0.091, 2.517], [-3.915, -0.047, 1.342], [-5.152, -2.171, 0.954], [-4.229, -4.285, 1.811], [-2.042, -4.327, 2.918], [4.123, 1.554, -3.770], [2.967, 0.828, -3.538], [2.189, 1.083, -2.424], [2.545, 2.083, -1.510], [3.707, 2.823, -1.771], [4.486, 2.552, -2.875], [1.811, 2.271, -0.358], [1.496, 3.546, 0.046], [1.344, 3.828, 1.411], [0.857, 5.045, 1.835], [0.525, 6.030, 0.916], [0.706, 5.781, -0.437], [1.184, 4.563, -0.871], [4.735, 1.347, -4.639], [2.668, 0.056, -4.238], [1.272, 0.526, -2.246], [4.001, 3.588, -1.065], [5.396, 3.114, -3.040], [1.645, 3.066, 2.125], [0.754, 5.241, 2.895], [0.133, 6.982, 1.244], [0.464, 6.547, -1.165], [1.303, 4.380, -1.931], [-0.655, -3.475, -4.200], [-0.582, -3.067, -2.826], [0.616, -2.847, -2.173], [0.370, -2.147, -1.008], [1.248, -1.805, -0.206], [-1.037, -1.937, -0.971], [-1.570, -2.478, -2.104], [-2.985, -2.439, -2.552], [1.885, -3.253, -2.641], [2.953, -2.376, -2.468], [4.214, -2.722, -2.916], [4.422, -3.941, -3.537], [3.369, -4.830, -3.676], [2.100, -4.498, -3.227], [0.311, -3.321, -4.681], [-1.403, -2.873, -4.716], [-0.928, -4.529, -4.295], [-1.543, -1.421, -0.178], [-3.572, -1.905, -1.811], [-3.390, -3.441, -2.673], [-3.073, -1.919, -3.506], [2.789, -1.431, -1.979], [5.032, -2.033, -2.776], [5.402, -4.203, -3.907], [3.538, -5.795, -4.132], [1.298, -5.216, -3.328], [-1.616, 2.119, -1.405], [-2.551, 2.514, -0.371], [-3.936, 2.266, -0.723], [-2.092, 2.415, 0.918], [-1.048, 1.805, 1.178], [-2.810, 3.003, 1.908], [-2.352, 2.872, 3.276], [-3.788, 4.047, 1.696], [-1.943, 2.555, -2.347], [-1.567, 1.030, -1.506], [-0.625, 2.486, -1.155], [-4.018, 1.295, -1.225], [-4.292, 3.038, -1.409], [-4.569, 2.244, 0.159], [-1.658, 2.039, 3.348], [-3.206, 2.702, 3.934], [-1.832, 3.778, 3.592], [-3.727, 4.424, 0.679], [-3.578, 4.872, 2.380], [-4.805, 3.694, 1.904]],
  "lumo_energy_ev": 0.00,
  "total_energy_ev": -82162.686,
  "total_charge": 0
}

***

3.
{
  "formula": "C39H40GeN11O3S2SeTl",
  "method": "ωB97M-V/def2-TZVPD",
  "species": ["Tl", "C", "C", "N", "C", "C", "N", "C", "C", "C", "C", "C", "N", "C", "C", "N", "C", "C", "N", "C", "C", "C", "N", "C", "C", "H", "H", "H", "H", "H", "H", "H", "H", "H", "H", "H", "H", "C", "Ge", "C", "C", "C", "Se", "C", "H", "H", "H", "H", "H", "H", "H", "H", "H", "H", "H", "H", "H", "H", "N", "C", "S", "N", "C", "C", "C", "C", "C", "C", "H", "H", "H", "H", "H", "H", "H", "H", "O", "S", "O", "O", "C", "N", "C", "C", "C", "N", "C", "C", "C", "N", "C", "C", "H", "H", "H", "H", "H", "H"],
  "coordinates": [[-0.123, -0.572, -0.163], [2.489, -1.442, 3.811], [2.178, -1.286, 2.468], [1.340, -0.340, 2.058], [0.789, 0.452, 2.978], [1.067, 0.240, 4.328], [1.915, -0.691, 4.742], [-0.142, 1.532, 2.529], [-0.458, 2.585, 3.372], [-1.368, 3.553, 2.958], [-1.913, 3.424, 1.685], [-1.534, 2.359, 0.885], [-0.668, 1.433, 1.303], [-2.056, 2.193, -0.508], [-3.051, 3.004, -1.050], [-3.460, 2.880, -2.305], [-2.887, 1.937, -3.044], [-1.919, 1.096, -2.515], [-1.514, 1.231, -1.255], [-1.740, 4.679, 3.844], [-0.789, 5.311, 4.635], [-1.195, 6.353, 5.455], [-2.452, 6.780, 5.538], [-3.355, 6.167, 4.777], [-3.054, 5.123, 3.916], [3.202, -2.189, 4.136], [2.602, -1.946, 1.718], [0.571, 0.814, 5.100], [-0.006, 2.666, 4.349], [-2.596, 4.179, 1.325], [-3.542, 3.768, -0.462], [-3.208, 1.843, -4.074], [-1.470, 0.303, -3.102], [0.256, 5.029, 4.597], [-0.472, 6.871, 6.074], [-4.374, 6.526, 4.862], [-3.842, 4.654, 3.340], [-1.035, -3.034, 5.345], [-1.988, -4.129, 4.052], [-1.499, -6.003, 4.140], [-3.908, -3.870, 4.129], [-1.365, -3.455, 2.283], [-1.935, -1.617, 1.973], [-3.400, -1.963, 0.745], [-1.410, -3.202, 6.354], [-1.163, -1.974, 5.113], [0.030, -3.268, 5.337], [-1.854, -6.430, 5.079], [-0.417, -6.134, 4.101], [-1.956, -6.564, 3.324], [-4.290, -4.229, 5.085], [-4.406, -4.436, 3.341], [-4.176, -2.817, 4.036], [-1.746, -4.066, 1.461], [-0.272, -3.458, 2.257], [-4.137, -2.586, 1.243], [-3.023, -2.449, -0.153], [-3.848, -1.004, 0.491], [1.361, -3.740, -2.916], [0.546, -3.368, -1.934], [-0.811, -2.369, -2.269], [0.801, -3.776, -0.682], [1.935, -4.502, -0.195], [3.231, -4.169, -0.574], [4.301, -4.873, -0.038], [4.082, -5.887, 0.884], [2.786, -6.202, 1.267], [1.709, -5.516, 0.727], [1.120, -3.474, -3.856], [2.024, -4.491, -2.787], [0.033, -3.653, -0.037], [3.414, -3.368, -1.280], [5.308, -4.622, -0.342], [4.918, -6.435, 1.295], [2.608, -7.000, 1.977], [0.695, -5.778, 1.007], [7.392, -2.625, -3.994], [7.899, -1.931, -5.133], [7.586, -2.440, -6.440], [9.038, -1.071, -4.961], [6.570, -0.281, -5.341], [6.784, 0.516, -6.331], [5.881, 1.497, -6.410], [4.836, 1.604, -5.493], [4.767, 0.663, -4.481], [5.685, -0.317, -4.417], [3.725, 0.619, -3.418], [2.708, 1.560, -3.310], [1.768, 1.424, -2.303], [1.804, 0.429, -1.414], [2.797, -0.461, -1.508], [3.768, -0.411, -2.483], [5.999, 2.205, -7.221], [4.118, 2.404, -5.592], [2.631, 2.397, -3.988], [0.964, 2.141, -2.196], [2.811, -1.246, -0.759], [4.558, -1.149, -2.526]],
  "lumo_energy_ev": [-7.16, -6.98],
  "total_energy_ev": -211836.488,
  "total_charge": 2
}

***

4.
{
  "formula": "C39H40N6O5PS3Y",
  "method": "ωB97M-V/def2-TZVPD",
  "species": ["Y", "S", "N", "C", "C", "C", "C", "C", "N", "C", "C", "N", "C", "C", "C", "C", "C", "N", "H", "H", "H", "H", "H", "H", "C", "O", "C", "C", "O", "C", "H", "H", "H", "H", "H", "H", "H", "H", "H", "H", "O", "S", "O", "O", "C", "C", "C", "C", "C", "C", "P", "C", "C", "C", "C", "C", "C", "C", "C", "C", "C", "C", "C", "H", "H", "H", "H", "H", "H", "H", "H", "H", "H", "H", "H", "H", "H", "C", "H", "H", "C", "N", "C", "C", "N", "C", "S", "H", "H", "H", "H", "H", "H", "H", "H"],
  "coordinates": [[-0.475, 0.125, 0.050], [1.432, 5.472, 5.472], [-0.006, 5.071, 4.793], [0.209, 4.120, 3.896], [-0.788, 3.487, 3.093], [-2.115, 3.842, 3.160], [-3.031, 3.163, 2.354], [-2.573, 2.163, 1.521], [-1.304, 1.771, 1.403], [-0.362, 2.444, 2.190], [0.982, 2.102, 2.071], [1.352, 1.112, 1.150], [2.655, 0.896, 1.000], [3.674, 1.508, 1.700], [3.329, 2.458, 2.668], [2.002, 2.764, 2.852], [1.584, 3.754, 3.792], [2.368, 4.434, 4.616], [-2.422, 4.632, 3.826], [-4.081, 3.402, 2.388], [-3.292, 1.634, 0.914], [2.928, 0.161, 0.247], [4.704, 1.255, 1.503], [4.072, 2.968, 3.259], [-3.170, -1.555, 1.784], [-3.015, -0.642, 0.714], [-4.010, -0.821, -0.284], [-4.018, 0.400, -1.208], [-2.698, 0.777, -1.575], [-2.566, 1.000, -2.966], [-4.158, -1.432, 2.246], [-2.393, -1.325, 2.512], [-3.052, -2.585, 1.434], [-5.000, -0.912, 0.190], [-3.795, -1.736, -0.851], [-4.496, 1.254, -0.703], [-4.609, 0.154, -2.097], [-3.269, 1.775, -3.297], [-2.734, 0.082, -3.538], [-1.544, 1.344, -3.123], [-0.562, -2.197, 0.512], [-0.979, -2.528, -0.868], [-2.274, -3.153, -0.965], [-0.815, -1.300, -1.691], [0.205, -3.651, -1.574], [-0.181, -4.872, -2.084], [0.735, -5.632, -2.792], [2.016, -5.134, -3.004], [2.391, -3.909, -2.486], [1.486, -3.147, -1.746], [1.921, -1.549, -0.940], [2.548, -0.692, -2.434], [3.706, 0.077, -2.460], [4.115, 0.685, -3.634], [3.352, 0.574, -4.784], [2.159, -0.131, -4.746], [1.765, -0.765, -3.584], [3.476, -2.194, -0.164], [4.662, -2.353, -0.878], [5.784, -2.904, -0.286], [5.739, -3.302, 1.036], [4.571, -3.140, 1.758], [3.432, -2.592, 1.181], [-1.199, -5.190, -1.929], [0.452, -6.590, -3.199], [2.728, -5.706, -3.579], [3.386, -3.538, -2.671], [4.312, 0.182, -1.573], [5.040, 1.245, -3.646], [3.688, 1.028, -5.708], [1.536, -0.194, -5.628], [0.838, -1.320, -3.553], [4.727, -2.042, -1.911], [6.691, -3.028, -0.859], [6.611, -3.737, 1.502], [4.543, -3.452, 2.793], [1.365, -3.008, 1.542], [2.188, -2.451, 1.995], [2.347, -2.818, 3.008], [1.874, -1.406, 2.053], [3.451, 3.290, -1.344], [2.817, 3.348, -2.627], [3.434, 4.076, -3.722], [2.397, 3.982, -4.853], [1.262, 3.404, -4.169], [1.553, 3.000, -2.912], [0.426, 2.259, -1.939], [4.444, 2.851, -1.443], [2.849, 2.675, -0.680], [3.550, 4.286, -0.907], [4.388, 3.612, -3.990], [3.625, 5.114, -3.427], [2.739, 3.334, -5.668], [2.145, 4.961, -5.271], [0.411, 3.130, -4.626]],
  "lumo_energy_ev": 0.18,
  "total_energy_ev": -103110.580,
  "total_charge": 0
}

***

5.
{
  "formula": "C39H41BiGeN6",
  "method": "ωB97M-V/def2-TZVPD",
  "species": ["Bi", "C", "C", "N", "C", "C", "C", "C", "C", "C", "C", "N", "C", "C", "N", "N", "H", "H", "H", "H", "H", "H", "H", "H", "H", "H", "H", "H", "H", "H", "H", "H", "H", "H", "C", "C", "C", "C", "N", "C", "C", "C", "C", "C", "C", "N", "H", "H", "H", "H", "H", "H", "H", "H", "C", "C", "C", "C", "C", "C", "Ge", "C", "C", "C", "C", "C", "C", "C", "C", "C", "C", "C", "C", "H", "H", "H", "H", "H", "H", "H", "H", "H", "H", "H", "H", "H", "H", "H"],
  "coordinates": [[0.660, 0.187, 0.148], [0.467, 0.663, 3.396], [0.135, -0.814, 3.340], [0.727, -1.500, 2.161], [2.075, -2.054, 2.379], [3.182, -1.052, 2.135], [4.451, -1.244, 2.652], [5.433, -0.309, 2.370], [5.120, 0.801, 1.595], [3.834, 0.927, 1.111], [3.412, 2.100, 0.253], [1.981, 2.396, 0.448], [1.696, 3.032, 1.752], [0.251, 2.807, 2.161], [-0.072, 1.362, 2.200], [2.892, 0.011, 1.377], [1.544, 0.816, 3.438], [0.038, 1.096, 4.303], [-0.950, -0.936, 3.277], [0.461, -1.290, 4.268], [0.120, -2.277, 1.914], [2.207, -2.894, 1.691], [2.174, -2.464, 3.387], [4.663, -2.104, 3.274], [6.433, -0.431, 2.767], [5.863, 1.560, 1.384], [3.576, 1.861, -0.801], [4.036, 2.966, 0.488], [1.661, 2.993, -0.309], [1.902, 4.103, 1.715], [2.373, 2.604, 2.492], [-0.424, 3.280, 1.443], [0.067, 3.268, 3.133], [-1.090, 1.259, 2.218], [4.206, -1.329, -2.621], [4.261, -0.379, -3.628], [3.219, 0.527, -3.764], [2.145, 0.463, -2.890], [2.112, -0.437, -1.889], [3.120, -1.311, -1.768], [0.970, 1.378, -3.028], [0.649, 1.944, -4.250], [-0.453, 2.780, -4.345], [-1.210, 3.031, -3.215], [-0.838, 2.420, -2.036], [0.223, 1.611, -1.931], [4.986, -2.067, -2.496], [5.105, -0.342, -4.304], [3.251, 1.280, -4.538], [3.043, -2.029, -0.959], [1.237, 1.719, -5.128], [-0.720, 3.221, -5.297], [-2.078, 3.676, -3.243], [-1.415, 2.581, -1.132], [-3.429, 0.278, -4.438], [-2.252, -0.435, -4.230], [-1.853, -0.742, -2.938], [-2.632, -0.347, -1.843], [-3.808, 0.376, -2.062], [-4.203, 0.682, -3.360], [-2.168, -0.889, -0.065], [-2.021, -2.778, 0.168], [-1.939, -3.376, 1.435], [-1.934, -4.757, 1.564], [-2.008, -5.557, 0.428], [-2.090, -4.978, -0.830], [-2.091, -3.595, -0.965], [-3.144, 0.054, 1.293], [-3.252, 1.450, 1.219], [-3.980, 2.159, 2.162], [-4.611, 1.477, 3.199], [-4.522, 0.094, 3.279], [-3.789, -0.618, 2.336], [-3.752, 0.502, -5.447], [-1.662, -0.767, -5.075], [-0.940, -1.313, -2.790], [-4.438, 0.675, -1.233], [-5.127, 1.220, -3.528], [-1.938, -2.776, 2.339], [-1.897, -5.211, 2.546], [-2.018, -6.635, 0.528], [-2.164, -5.603, -1.711], [-2.181, -3.163, -1.953], [-2.799, 1.990, 0.392], [-4.078, 3.234, 2.081], [-5.190, 2.024, 3.932], [-5.036, -0.436, 4.071], [-3.768, -1.698, 2.397]],
  "lumo_energy_ev": [-8.45, -9.87],
  "total_energy_ev": -112382.086,
  "total_charge": 3,
  "multiplicity": 2
}